# 1
Entry from OMol25: a cluster of 8 separate species, C30H69Cl2F10NO9S2 in total (ωB97M-V/def2-TZVPD).

Computed properties:
HOMO energy = -9.76 eV
SMILES = C[C@H](Cl)[C@@H](Cl)N(CCCCC(F)(F)C(F)(F)S(F)(F)(F)(F)F)S(=O)(=O)F.CC(C)O.CC(C)O.CC(C)O.CC(C)O.CC(C)O.CC(C)O.CC(C)O
Lowest unoccupied orbital energy = 0.0042 hartree

Bonds (Å) are listed after each position.
Positions of all 123 atoms, in Å:
1 C 2.09 -0.66 -0.08  C2 1.539, H27 1.087, H28 1.086, H29 1.084
2 C 2.66 -0.10 -1.40  C1 1.539, Cl3 1.781, C4 1.527, H30 1.087
3 Cl 4.44 -0.08 -1.46  C2 1.781
4 C 2.05 1.23 -1.85  C2 1.527, Cl5 1.810, N6 1.483, H31 1.089
5 Cl 0.38 0.81 -2.39  C4 1.810
6 N 1.86 2.32 -0.86  C4 1.483, C7 1.513, S23 1.658
7 C 1.33 3.56 -1.54  N6 1.513, C8 1.538, H32 1.088, H33 1.086
8 C 0.19 4.21 -0.74  C7 1.538, C9 1.538, H34 1.089, H35 1.089
9 C -1.18 4.13 -1.42  C8 1.538, C10 1.540, H36 1.089, H37 1.091
10 C -2.00 2.94 -0.87  C9 1.540, C11 1.506, H38 1.088, H39 1.089
11 C -3.07 2.47 -1.81  C10 1.506, F12 1.368, F13 1.346, C14 1.559
12 F -2.50 2.16 -3.02  C11 1.368
13 F -3.99 3.41 -2.07  C11 1.346
14 C -3.78 1.14 -1.40  C11 1.559, F15 1.324, F16 1.331, S17 1.910
15 F -2.88 0.29 -0.93  C14 1.324
16 F -4.34 0.60 -2.48  C14 1.331
17 S -5.19 1.33 -0.13  C14 1.910, F18 1.580, F19 1.579, F20 1.592, F21 1.597, F22 1.582
18 F -4.62 2.71 0.40  S17 1.580
19 F -6.09 2.07 -1.19  S17 1.579
20 F -5.79 -0.07 -0.58  S17 1.592
21 F -4.34 0.56 0.99  S17 1.597
22 F -6.37 1.46 0.92  S17 1.582
23 S 3.17 2.75 0.07  N6 1.658, O24 1.416, O25 1.409, F26 1.567
24 O 2.87 3.99 0.68  S23 1.416
25 O 3.64 1.67 0.84  S23 1.409
26 F 4.24 3.05 -1.04  S23 1.567
27 H 2.89 -0.68 0.65  C1 1.087
28 H 1.27 -0.05 0.29  C1 1.086
29 H 1.80 -1.69 -0.24  C1 1.084
30 H 2.38 -0.79 -2.19  C2 1.087
31 H 2.55 1.59 -2.74  C4 1.089
32 H 2.12 4.29 -1.68  C7 1.088
33 H 0.99 3.28 -2.53  C7 1.086
34 H 0.45 5.26 -0.57  C8 1.089
35 H 0.14 3.75 0.25  C8 1.089
36 H -1.08 4.06 -2.51  C9 1.089
37 H -1.74 5.04 -1.22  C9 1.091
38 H -2.44 3.25 0.08  C10 1.088
39 H -1.33 2.11 -0.65  C10 1.089
40 C -2.81 5.48 -4.80  C41 1.520, H44 1.093, H45 1.091, H46 1.091
41 C -2.42 4.65 -6.01  C40 1.520, C42 1.521, O43 1.428, H47 1.091
42 C -3.64 4.08 -6.72  C41 1.521, H48 1.094, H49 1.090, H50 1.091
43 O -1.53 3.60 -5.61  C41 1.428, H51 0.964
44 H -3.34 4.86 -4.07  C40 1.093
45 H -1.92 5.88 -4.31  C40 1.091
46 H -3.45 6.32 -5.07  C40 1.091
47 H -1.85 5.26 -6.70  C41 1.091
48 H -4.20 3.42 -6.04  C42 1.094
49 H -3.33 3.48 -7.58  C42 1.090
50 H -4.30 4.87 -7.06  C42 1.091
51 H -2.00 3.03 -4.99  O43 0.964
52 C 4.22 -3.56 2.31  C53 1.520, H56 1.094, H57 1.092, H58 1.090
53 C 5.04 -3.86 1.06  C52 1.520, C54 1.522, O55 1.426, H59 1.092
54 C 6.52 -3.97 1.38  C53 1.522, H60 1.094, H61 1.090, H62 1.092
55 O 4.82 -2.87 0.06  C53 1.426, H63 0.964
56 H 4.52 -2.61 2.74  C52 1.094
57 H 3.16 -3.49 2.06  C52 1.092
58 H 4.34 -4.33 3.07  C52 1.090
59 H 4.69 -4.80 0.62  C53 1.092
60 H 6.89 -3.03 1.79  C54 1.094
61 H 7.09 -4.19 0.48  C54 1.090
62 H 6.71 -4.76 2.12  C54 1.092
63 H 5.11 -2.02 0.42  O55 0.964
64 C -2.93 0.59 5.55  C65 1.521, H68 1.094, H69 1.090, H70 1.091
65 C -2.70 1.95 4.92  C64 1.521, C66 1.520, O67 1.427, H71 1.091
66 C -4.00 2.73 4.78  C65 1.520, H72 1.094, H73 1.090, H74 1.091
67 O -2.07 1.80 3.64  C65 1.427, H75 0.964
68 H -3.60 -0.01 4.93  C64 1.094
69 H -1.99 0.04 5.64  C64 1.090
70 H -3.37 0.68 6.55  C64 1.091
71 H -1.99 2.52 5.52  C65 1.091
72 H -4.69 2.19 4.13  C66 1.094
73 H -3.81 3.71 4.33  C66 1.090
74 H -4.48 2.88 5.75  C66 1.091
75 H -2.68 1.30 3.09  O67 0.964
76 C 7.31 2.43 0.56  C77 1.521, H80 1.094, H81 1.091, H82 1.091
77 C 8.22 1.56 -0.29  C76 1.521, C78 1.521, O79 1.426, H83 1.091
78 C 9.35 2.36 -0.92  C77 1.521, H84 1.094, H85 1.090, H86 1.091
79 O 7.46 0.89 -1.30  C77 1.426, H87 0.964
80 H 6.85 3.21 -0.05  C76 1.094
81 H 6.51 1.84 1.00  C76 1.091
82 H 7.87 2.91 1.37  C76 1.091
83 H 8.64 0.76 0.32  C77 1.091
84 H 8.95 3.14 -1.57  C78 1.094
85 H 9.99 1.72 -1.52  C78 1.090
86 H 9.96 2.84 -0.15  C78 1.091
87 H 7.07 1.56 -1.87  O79 0.964
88 C 4.53 -7.93 4.48  C89 1.521, H92 1.094, H93 1.090, H94 1.091
89 C 4.99 -6.72 5.28  C88 1.521, C90 1.521, O91 1.427, H95 1.091
90 C 5.21 -7.07 6.75  C89 1.521, H96 1.094, H97 1.090, H98 1.091
91 O 4.06 -5.65 5.15  C89 1.427, H99 0.963
92 H 3.58 -8.30 4.87  C88 1.094
93 H 4.39 -7.66 3.44  C88 1.090
94 H 5.26 -8.74 4.54  C88 1.091
95 H 5.93 -6.34 4.86  C89 1.091
96 H 4.28 -7.41 7.20  C90 1.094
97 H 5.55 -6.19 7.30  C90 1.090
98 H 5.96 -7.86 6.86  C90 1.091
99 H 3.22 -5.94 5.52  O91 0.963
100 C -1.31 -4.97 -1.23  C101 1.521, H104 1.094, H105 1.090, H106 1.091
101 C -0.71 -4.22 -0.05  C100 1.521, C102 1.521, O103 1.428, H107 1.091
102 C -1.73 -3.97 1.04  C101 1.521, H108 1.094, H109 1.090, H110 1.091
103 O -0.13 -2.99 -0.49  C101 1.428, H111 0.964
104 H -2.12 -4.39 -1.67  C100 1.094
105 H -0.56 -5.15 -2.00  C100 1.090
106 H -1.71 -5.94 -0.91  C100 1.091
107 H 0.13 -4.79 0.36  C101 1.091
108 H -2.55 -3.36 0.66  C102 1.094
109 H -1.28 -3.43 1.88  C102 1.090
110 H -2.15 -4.91 1.42  C102 1.091
111 H -0.84 -2.45 -0.85  O103 0.964
112 C -10.05 1.05 -2.09  C113 1.521, H116 1.094, H117 1.090, H118 1.091
113 C -9.47 0.11 -3.13  C112 1.521, C114 1.520, O115 1.427, H119 1.091
114 C -8.65 -0.99 -2.49  C113 1.520, H120 1.092, H121 1.090, H122 1.091
115 O -8.68 0.84 -4.07  C113 1.427, H123 0.964
116 H -9.25 1.53 -1.52  C112 1.094
117 H -10.64 1.84 -2.57  C112 1.090
118 H -10.69 0.52 -1.39  C112 1.091
119 H -10.28 -0.33 -3.72  C113 1.091
120 H -7.81 -0.57 -1.94  C114 1.092
121 H -8.24 -1.66 -3.25  C114 1.090
122 H -9.25 -1.58 -1.80  C114 1.091
123 H -7.95 1.24 -3.59  O115 0.964

These are the Löwdin partial charges, in e, on atoms 1 to 4: number 1, C, carries -0.11; number 2, C, carries -0.73; number 3, Cl, carries 0.73; number 4, C, carries -0.66

# 2
Entry from OMol25: an isolated molecule of C3H7N3O (ωB97M-V/def2-TZVPD).

Computed properties:
HOMO energy (spin up / spin down) = -6.72 / -6.72 eV
Lowest unoccupied orbital energy (spin up / spin down) = 0.0028 / 0.0028 hartree

Bonds (Å) are listed after each position.
Positions of all 14 atoms, in Å:
1 C 1.21 -1.23 0.13  C2 1.515, N6 1.455, H12 1.086, H13 1.086
2 C 0.08 -0.23 0.26  C1 1.515, N3 1.429, C5 1.447, N6 1.538
3 N -0.73 -0.07 1.43  C2 1.429, H8 1.012, H9 1.015
4 N -1.51 1.10 -0.90  C5 1.307, H10 1.008, H11 1.018
5 C -0.42 0.37 -0.95  C2 1.447, N4 1.307, H14 1.077
6 N 1.57 0.16 0.34  C1 1.455, C2 1.538, O7 1.403
7 O 1.94 0.79 -0.85  N6 1.403
8 H -0.96 -0.95 1.87  N3 1.012
9 H -0.24 0.52 2.10  N3 1.015
10 H -1.83 1.63 -1.69  N4 1.008
11 H -1.91 1.24 0.02  N4 1.018
12 H 1.42 -1.64 -0.86  C1 1.086
13 H 1.33 -1.90 0.98  C1 1.086
14 H 0.07 0.21 -1.90  C5 1.077

These are the Löwdin partial charges, in e, on atoms 1 to 4: number 1, C, carries -0.07; number 2, C, carries -0.49; number 3, N, carries 0.08; number 4, N, carries 0.20

no.,strongest force on any atom (eV/A)
1,1.22
2,1.14